(1)
A cluster of 2 separate species, C7H14OS in total in a non-equilibrium geometry, computed with ωB97M-V/def2-TZVPD.

Values from the calculation:
- 2S+1: 1
- Molar mass: 146.3 g mol⁻¹
- E_tot: -748.3522 a.u.
- Strongest force on any atom: 4.54 eV/Å
- Total charge: 0
- Kohn-Sham gap (spin up / spin down): 0.279 / 0.308 Ha
- Energy relative to the best compared isomer or geometry (same formula, charge and spin): 119.34 kcal per mole

Atoms and positions in Å:
C  2.628  -0.270  0.576
C  3.351  -0.547  -0.709
C  2.341  0.426  -0.665
C  -2.569  -0.892  -0.056
C  -0.896  0.593  1.340
C  -1.743  1.176  -0.941
C  -1.337  0.051  0.015
O  0.483  -1.903  0.316
S  -0.074  -0.975  -0.720
H  1.996  -1.145  0.985
H  3.177  0.213  1.406
H  4.292  -0.138  -1.129
H  3.088  -1.508  -1.231
H  2.107  1.494  -0.794
H  -2.574  -1.772  0.623
H  -3.445  -0.226  0.150
H  -2.798  -1.336  -1.074
H  -1.759  0.897  2.067
H  -0.260  1.488  1.398
H  -0.342  -0.285  1.890
H  -2.456  1.709  -0.312
H  -1.021  1.997  -1.258
H  -2.189  0.956  -1.877

=====

(2)
A cluster of 4 separate species, C36H76N4O4 in total in a non-equilibrium geometry, computed with ωB97M-V/def2-TZVPD.

Values from the calculation:
- 2S+1: 1
- Molar mass: 629.0 g mol⁻¹
- E_tot: -1936.9039 a.u.
- Strongest force on any atom: 4.34 eV/Å
- Total charge: 0
- Structure (SMILES): CC1(C)CCCC(C)(C)N1O.CC1(C)CCCC(C)(C)N1O.CC1(C)CCCC(C)(C)N1O.CC1(C)CCCC(C)(C)N1O
- Kohn-Sham gap: 0.310 Ha
- Energy relative to the best compared isomer or geometry (same formula, charge and spin): 106.05 kcal per mole

Atoms and positions in Å:
C  1.069  -2.890  6.567
C  2.280  -3.285  5.635
C  3.112  -2.168  5.205
C  3.239  -4.153  6.620
C  4.342  -4.881  5.847
C  3.717  -5.889  4.883
C  2.718  -5.190  3.902
C  3.599  -4.684  2.787
C  1.851  -6.284  3.305
N  1.873  -4.110  4.523
O  0.952  -3.476  3.686
H  0.472  -2.064  6.181
H  0.497  -3.798  6.759
H  1.329  -2.466  7.537
H  2.671  -1.710  4.320
H  3.128  -1.331  5.903
H  4.058  -2.444  4.738
H  3.707  -3.440  7.299
H  2.663  -4.836  7.244
H  4.934  -4.179  5.260
H  5.095  -5.452  6.391
H  3.324  -6.793  5.349
H  4.517  -6.336  4.293
H  4.493  -4.087  2.972
H  3.099  -3.982  2.119
H  3.729  -5.461  2.034
H  1.038  -6.567  3.974
H  2.362  -7.156  2.896
H  1.268  -5.842  2.497
H  0.023  -3.541  3.921
C  -0.918  -2.181  0.185
C  -1.400  -2.509  -1.282
C  -2.955  -2.110  -1.472
C  -0.574  -1.623  -2.187
C  0.910  -2.114  -2.349
C  0.775  -3.521  -2.863
C  0.069  -4.559  -1.927
C  -0.130  -5.899  -2.691
C  0.977  -4.912  -0.694
N  -1.292  -3.964  -1.623
O  -2.124  -4.724  -0.805
H  0.114  -1.910  0.409
H  -1.658  -1.638  0.773
H  -1.001  -3.096  0.771
H  -3.074  -1.045  -1.268
H  -3.312  -2.382  -2.466
H  -3.630  -2.482  -0.701
H  -0.936  -1.700  -3.213
H  -0.342  -0.604  -1.877
H  1.456  -1.517  -3.080
H  1.364  -1.938  -1.373
H  1.755  -3.943  -3.086
H  0.178  -3.513  -3.775
H  -0.849  -5.895  -3.510
H  -0.544  -6.666  -2.036
H  0.835  -6.177  -3.116
H  0.443  -5.766  -0.276
H  0.918  -4.085  0.013
H  1.986  -5.030  -1.088
H  -3.000  -4.585  -1.172
C  -3.796  6.683  -0.819
C  -4.233  5.284  -0.582
C  -5.730  5.226  -0.301
C  -3.935  4.536  -2.016
C  -3.546  3.013  -1.992
C  -2.469  2.711  -0.981
C  -3.075  3.101  0.476
C  -4.219  2.129  0.929
C  -1.816  2.901  1.371
N  -3.434  4.541  0.454
O  -3.480  5.162  1.644
H  -3.567  7.128  0.149
H  -2.807  6.572  -1.264
H  -4.512  7.228  -1.434
H  -5.831  5.585  0.724
H  -6.384  5.810  -0.949
H  -6.055  4.192  -0.184
H  -4.888  4.541  -2.546
H  -3.292  5.066  -2.719
H  -4.371  2.370  -1.685
H  -3.173  2.755  -2.982
H  -1.630  3.362  -1.225
H  -2.307  1.633  -1.015
H  -5.089  2.205  0.277
H  -4.536  2.326  1.953
H  -3.766  1.140  0.978
H  -1.263  1.964  1.304
H  -1.836  3.174  2.426
H  -0.964  3.476  1.009
H  -4.418  5.165  1.852
C  2.210  5.673  -3.594
C  1.023  4.893  -2.878
C  0.164  5.902  -2.089
C  0.106  4.305  -4.026
C  0.661  3.088  -4.771
C  1.018  1.985  -3.702
C  2.041  2.502  -2.684
C  2.120  1.418  -1.596
C  3.424  2.538  -3.358
N  1.513  3.766  -2.081
O  2.216  4.172  -0.972
H  2.984  5.821  -2.841
H  2.828  5.144  -4.319
H  1.927  6.607  -4.080
H  -0.807  5.558  -1.734
H  0.638  6.309  -1.196
H  -0.120  6.730  -2.740
H  -0.853  3.955  -3.642
H  -0.076  5.139  -4.704
H  0.031  2.791  -5.610
H  1.557  3.343  -5.336
H  1.302  0.969  -3.973
H  0.012  1.817  -3.317
H  2.830  1.551  -0.780
H  2.285  0.406  -1.967
H  1.225  1.566  -0.992
H  3.362  2.882  -4.391
H  4.005  1.617  -3.310
H  4.030  3.201  -2.742
H  1.570  3.957  -0.295

=====

(3)
A structure of composition C3H4LiO3Yb in a non-equilibrium geometry, computed with ωB97M-V/def2-TZVPD.

Values from the calculation:
- 2S+1: 2
- Molar mass: 268.0 g mol⁻¹
- ⟨S²⟩: 0.75
- E_tot: -1508.6002 a.u.
- Strongest force on any atom: 4.65 eV/Å
- Total charge: 0
- Kohn-Sham gap (spin up / spin down): 0.208 / 0.203 Ha

Atoms and positions in Å:
O  0.100  0.925  0.776
C  1.281  0.597  0.324
C  -1.068  0.039  0.632
O  2.227  1.417  0.444
O  1.512  -0.539  -0.221
C  -1.577  -0.144  -0.717
H  -1.702  0.303  1.486
H  -1.904  0.774  -1.226
H  -2.314  -0.964  -0.738
Li  0.172  -1.350  -1.290
Yb  4.003  0.078  -0.500
H  -0.732  -1.136  1.029